A structure of composition C6H7Cl2HoLaNO4 at a distorted geometry. Source: OMol25; level of theory: ωB97M-V/def2-TZVPD.

CARTESIAN COORDINATES (ANGSTROEM)
1 La -4.58033 -3.85395 -0.83189
2 Ho -0.76522 -1.03788 0.76074
3 Cl -5.27562 -1.78698 -2.10131
4 Cl -0.08960 -3.28915 1.30295
5 C -0.53566 -0.23117 3.01593
6 C -5.98305 -2.85707 0.72765
7 C -3.54758 -2.26539 0.29581
8 O -0.29218 0.05748 4.10452
9 O -6.76708 -2.29867 1.37179
10 O -2.93617 -1.25642 0.67499
11 C 1.65645 2.22120 -1.58428
12 N 2.51927 1.43275 -0.69862
13 C 3.91048 1.84270 -0.49564
14 C 2.03532 0.37082 -0.10352
15 O 0.78482 0.09809 -0.13270
16 H 2.26279 3.04435 -1.96341
17 H 0.80333 2.61684 -1.02558
18 H 1.28137 1.61303 -2.41459
19 H 4.15219 2.03170 0.56051
20 H 4.60089 1.07182 -0.85207
21 H 4.04689 2.77265 -1.05348
22 H 2.71869 -0.29673 0.44219

Forces on the atoms, in the same order (eV/Å):
-1.410 -8.170 -7.124
4.281 0.692 -0.947
0.621 -0.213 0.876
-0.654 0.451 -0.335
1.369 1.671 6.211
-6.523 4.844 6.132
6.904 12.704 5.701
-1.151 -1.257 -4.933
3.802 -2.831 -3.145
-6.763 -7.511 -2.864
-0.187 0.448 -0.071
-0.988 -1.715 0.815
0.987 0.222 0.080
2.251 1.578 -0.502
-2.196 -1.140 0.476
-0.320 -0.113 -0.056
0.181 0.053 -0.058
0.235 0.056 0.162
-0.405 -0.040 -0.286
-0.152 0.191 -0.160
0.219 -0.328 0.146
-0.102 0.408 -0.118

2S+1: 5
Net charge: +4
E_LUMO (spin up / spin down) in eV: -18.541 / -18.533
E_tot in eV: -67672.5454